The following is a DFT calculation (ωB97M-V/def2-TZVPD) of C10H13P in the gas phase in a non-equilibrium geometry.

```
24
Properties=species:S:1:pos:R:3
C 0.22 -1.22 1.50
C -1.03 -1.18 0.74
C 2.30 -0.78 0.26
C 1.11 -0.11 0.82
C 2.36 -2.13 0.44
C -1.09 -0.19 -0.18
C 0.22 0.71 -0.15
C -2.33 0.09 -1.05
C -0.21 2.12 0.42
C 0.77 0.63 -1.56
P 0.99 -2.86 1.32
H 0.16 -0.90 2.50
H -1.93 -1.86 0.95
H 1.60 0.56 1.59
H 3.08 -2.82 0.07
H -3.05 -0.70 -0.85
H -1.99 -0.03 -2.06
H -2.76 1.11 -0.86
H -1.12 2.59 -0.16
H 0.55 2.90 0.18
H -0.58 2.19 1.45
H 0.42 -0.30 -2.01
H 1.90 0.78 -1.31
H 0.40 1.43 -2.10
```

* spin multiplicity: 1
* E_LUMO (spin up / spin down): -1.34 / -1.45 eV
* Kohn-Sham gap (spin up / spin down): 0.229 / 0.215 Eh

Here are the Löwdin charges for atoms 1 to 8, given in e: -0.535 -0.131 -0.074 -0.306 -0.373 -0.221 -0.442 -0.032



The following is a DFT calculation (ωB97M-V/def2-TZVPD) of 7 unconnected molecules or ions with the total composition C8H28IO10 in a non-equilibrium geometry.

```
47
Properties=species:S:1:pos:R:3
I 0.98 2.03 -0.10
O -1.15 7.60 -0.35
H -1.53 7.68 -1.22
H -0.47 6.92 -0.45
O 5.97 2.43 2.94
H 5.80 1.82 3.66
H 5.21 2.34 2.36
C 3.47 -2.74 -7.31
C 3.36 -2.65 -5.75
O 2.07 -2.00 -5.56
O 2.54 -3.65 -7.89
H 4.47 -3.15 -7.47
H 3.44 -1.73 -7.71
H 4.18 -2.00 -5.42
H 3.47 -3.62 -5.28
H 2.09 -1.54 -4.72
H 1.64 -3.43 -7.64
C -2.76 3.84 5.45
C -4.00 3.33 4.70
O -3.91 3.74 3.34
O -2.84 3.79 6.79
H -2.48 4.86 5.19
H -1.96 3.22 5.05
H -4.91 3.83 5.02
H -4.05 2.25 4.86
H -3.02 3.65 3.00
H -3.38 4.50 7.15
C -4.29 0.31 -3.39
C -3.99 0.74 -4.85
O -4.41 -0.21 -5.83
O -3.31 -0.64 -2.98
H -5.27 -0.16 -3.31
H -4.19 1.20 -2.76
H -2.93 0.78 -5.09
H -4.47 1.69 -5.07
H -4.00 -1.08 -5.77
H -2.54 -0.12 -2.73
C 2.88 -3.65 4.78
C 2.72 -4.95 5.67
O 3.39 -6.09 5.10
O 2.12 -3.76 3.50
H 3.94 -3.42 4.73
H 2.45 -2.80 5.31
H 1.66 -5.14 5.82
H 3.01 -4.71 6.69
H 2.72 -6.42 4.51
H 2.24 -2.93 3.02
```

* charge: -1
* spin multiplicity: 1
* E_LUMO: 2.37 eV
* Kohn-Sham gap: 0.234 Eh

Here are the Löwdin charges for atoms 1 to 8, given in e: -0.987 -0.059 0.023 0.034 -0.061 0.023 0.034 -0.246



The following is a DFT calculation (ωB97M-V/def2-TZVPD) of 2 unconnected molecules or ions with the total composition C2H8N4O in a non-equilibrium geometry.

```
15
Properties=species:S:1:pos:R:3
C -1.21 0.56 0.15
C -0.65 0.84 -2.23
N -0.71 0.72 -1.02
N -0.48 0.17 1.23
N 0.88 -0.03 1.15
N 1.32 -1.27 1.76
O -0.31 1.72 -3.05
H -2.25 0.78 0.35
H -1.09 -1.32 -3.66
H -0.91 0.36 2.14
H 1.45 0.75 1.49
H 2.29 -1.45 1.45
H 0.73 -2.06 1.43
H 1.30 -1.29 2.81
H -0.34 1.52 -4.01
```

* charge: +2
* spin multiplicity: 1
* E_LUMO (spin up / spin down): -9.44 / -7.80 eV
* Kohn-Sham gap (spin up / spin down): 0.302 / 0.342 Eh

Here are the Löwdin charges for atoms 1 to 8, given in e: -0.033 -0.138 0.196 0.025 -0.010 0.230 0.229 0.176



The following is a DFT calculation (ωB97M-V/def2-TZVPD) of a molecular structure, C33H20Cl5N5O4PbS in a non-equilibrium geometry.

```
69
Properties=species:S:1:pos:R:3
Pb -0.10 -0.41 -0.37
S 4.36 -2.13 1.26
C 3.56 -3.02 0.04
C 2.38 -2.46 -0.32
C 2.05 -1.25 0.35
C 3.01 -0.93 1.24
C 3.15 0.17 2.17
C 3.83 0.02 3.39
C 3.97 1.10 4.23
C 3.42 2.32 3.85
C 2.76 2.37 2.63
N 2.63 1.35 1.82
H 4.02 -3.92 -0.34
H 1.74 -2.91 -1.07
H 4.25 -0.95 3.66
H 4.50 1.00 5.17
H 3.51 3.19 4.48
H 2.32 3.30 2.28
C 0.44 -3.60 2.11
C -0.72 -3.69 1.19
N -1.33 -2.69 0.63
C -2.38 -3.21 -0.10
C -2.37 -4.59 0.03
N -1.31 -4.86 0.85
C -3.21 -5.74 -0.49
O -4.17 -5.44 -1.24
O -2.87 -6.86 -0.10
C -3.32 -2.33 -0.82
O -4.32 -2.93 -1.44
O -3.20 -1.13 -0.83
H 0.65 -2.55 2.29
H 1.33 -4.07 1.68
H 0.20 -4.09 3.06
H -1.07 -5.81 1.10
H -4.29 -3.98 -1.38
Cl 1.78 -0.55 -3.32
C 1.35 1.09 -2.98
C 0.93 1.41 -1.70
C 0.70 2.77 -1.49
Cl 0.31 3.34 0.08
C 0.77 3.72 -2.51
Cl 0.41 5.37 -2.21
C 1.12 3.32 -3.79
Cl 1.13 4.46 -5.08
C 1.45 2.00 -4.02
Cl 1.94 1.51 -5.60
C -3.34 2.20 -4.72
C -3.60 3.08 -3.69
C -3.17 2.81 -2.41
C -2.45 1.64 -2.13
C -2.16 0.78 -3.19
C -2.61 1.05 -4.46
N -1.92 1.38 -0.89
N -2.53 1.77 0.14
C -1.91 1.57 1.36
C -2.53 2.23 2.43
C -2.01 2.12 3.70
C -0.88 1.34 3.90
C -0.31 0.65 2.85
C -0.77 0.76 1.54
H -3.71 2.40 -5.72
H -4.16 3.99 -3.89
H -3.38 3.49 -1.59
H -1.62 -0.13 -2.98
H -2.39 0.36 -5.27
H -3.42 2.81 2.24
H -2.48 2.62 4.54
H -0.44 1.26 4.89
H 0.54 0.02 3.06
```

* charge: -2
* spin multiplicity: 1
* E_LUMO: 3.94 eV
* Kohn-Sham gap: 0.204 Eh

Here are the Löwdin charges for atoms 1 to 8, given in e: 1.231 0.935 -0.467 -0.301 -0.333 -0.482 -0.331 -0.064



The following is a DFT calculation (ωB97M-V/def2-TZVPD) of 2 unconnected molecules or ions with the total composition C5H13N3O in a non-equilibrium geometry.

```
22
Properties=species:S:1:pos:R:3
C -1.46 -1.59 -0.92
N 0.18 -0.91 0.80
C -1.09 -0.63 0.19
N 0.47 -0.28 2.04
N 0.84 -2.11 0.55
O -1.90 0.04 0.81
H 0.83 0.65 1.85
H -0.42 -0.14 2.52
H 1.80 -1.89 0.28
H 0.88 -2.67 1.40
H -1.60 -2.58 -0.50
H -0.67 -1.64 -1.66
H -2.40 -1.26 -1.36
C -0.19 2.49 -0.30
C 0.33 1.32 -1.07
C 1.50 0.71 -0.81
H -0.22 1.05 -1.96
H -0.42 3.32 -0.97
H -1.11 2.22 0.22
H 0.53 2.84 0.44
H 1.92 -0.03 -1.47
H 2.19 1.09 -0.06
```

* spin multiplicity: 1
* E_LUMO: 1.03 eV
* Kohn-Sham gap: 0.353 Eh
* SMILES string: CC(=O)N(N)N.C=CC

Here are the Löwdin charges for atoms 1 to 8, given in e: -0.012 -0.282 -0.489 0.087 0.064 0.041 0.062 0.080



The following is a DFT calculation (ωB97M-V/def2-TZVPD) of 2 unconnected molecules or ions with the total composition C6H15ClFP.

```
24
Properties=species:S:1:pos:R:3
C -0.75 -0.45 3.16
C -0.85 0.51 1.97
C -0.98 -0.27 0.65
C 0.27 -0.14 -0.20
C 0.10 -0.65 -1.62
C 1.35 -0.39 -2.47
P 1.39 1.21 -3.24
Cl 1.14 2.75 -2.03
H -0.02 -1.23 2.95
H -0.45 0.09 4.05
H -1.71 -0.88 3.42
H 0.07 1.09 1.93
H -1.68 1.20 2.09
H -1.81 0.10 0.06
H -1.19 -1.31 0.87
H 1.10 -0.70 0.24
H 0.56 0.90 -0.22
H -0.81 -0.27 -2.09
H 0.00 -1.73 -1.58
H 2.25 -0.54 -1.88
H 1.38 -1.08 -3.32
H 0.44 1.33 -4.25
H 2.63 1.41 -3.85
F -2.42 -0.95 5.37
```

* spin multiplicity: 1
* E_LUMO: -2.35 eV
* Kohn-Sham gap: 0.100 Eh

Here are the Löwdin charges for atoms 1 to 8, given in e: -0.134 -0.254 -0.217 -0.253 -0.248 -0.375 0.645 0.429



Number 1: E -19864.064 eV. Number 2: E -37325.171 eV. Number 3: E -10187.176 eV. Number 4: E -128882.780 eV. Number 5: E -11911.166 eV. Number 6: E -30989.328 eV.